Run w
96
Properties=species:S:1:pos:R:3:lowdin_charge:R:1 method="wB97M-V/def2-TZVPD" homo_ev=-8.9 smiles="CN(C)C=O.CN(C)C=O.CN(C)C=O.CN(C)C=O.CN(C)C=O.CN(C)C=O.CN(C)C=O.CN(C)C=O"
C 0.447 0.407 -1.003 -0.06
N -0.556 -0.604 -0.799 -0.16
C -1.894 -0.119 -1.085 -0.04
C -0.349 -1.856 -0.366 -0.32
O -1.182 -2.743 -0.503 -0.01
H 1.514 0.164 -0.973 0.07
H 0.417 1.103 -0.154 0.07
H 0.305 0.940 -1.941 0.09
H -2.068 0.199 -2.114 0.06
H -2.637 -0.898 -0.951 0.07
H -2.105 0.744 -0.450 0.09
H 0.685 -2.068 -0.060 0.12
C 3.053 1.431 1.358 -0.05
N 4.115 2.382 1.674 -0.19
C 4.316 2.762 3.082 -0.04
C 5.107 2.632 0.801 -0.37
O 6.191 3.121 1.058 0.01
H 2.046 1.830 1.480 0.07
H 3.193 0.665 2.129 0.09
H 3.187 0.959 0.390 0.07
H 3.403 3.032 3.599 0.08
H 4.746 1.819 3.454 0.10
H 5.158 3.416 3.287 0.09
H 4.843 2.334 -0.232 0.13
C -2.233 3.198 -2.989 -0.05
N -3.209 4.243 -2.703 -0.19
C -3.734 4.944 -3.841 -0.06
C -3.555 4.555 -1.431 -0.33
O -4.353 5.428 -1.145 0.00
H -1.462 3.739 -3.552 0.09
H -2.590 2.426 -3.676 0.08
H -1.830 2.696 -2.115 0.06
H -2.979 5.289 -4.553 0.09
H -4.414 4.342 -4.451 0.09
H -4.274 5.815 -3.478 0.08
H -3.001 3.936 -0.711 0.12
C 4.120 -4.594 2.023 -0.02
N 3.586 -3.882 3.183 -0.18
C 2.941 -2.623 2.874 -0.07
C 3.638 -4.344 4.430 -0.35
O 4.121 -5.433 4.721 -0.01
H 4.573 -5.498 2.423 0.09
H 5.006 -4.027 1.709 0.09
H 3.400 -4.628 1.216 0.08
H 3.701 -1.820 2.850 0.08
H 2.467 -2.560 1.899 0.06
H 2.323 -2.149 3.641 0.09
H 3.265 -3.648 5.194 0.13
C -5.841 -2.012 -2.438 -0.03
N -6.005 -1.222 -3.666 -0.20
C -7.287 -1.370 -4.333 -0.05
C -4.989 -0.483 -4.101 -0.35
O -3.996 -0.197 -3.451 0.00
H -4.834 -2.002 -2.044 0.07
H -6.179 -3.033 -2.621 0.09
H -6.549 -1.593 -1.716 0.09
H -7.285 -0.733 -5.219 0.09
H -7.349 -2.371 -4.769 0.09
H -8.082 -1.165 -3.624 0.09
H -5.148 -0.136 -5.137 0.14
C 5.173 -3.801 -1.419 -0.04
N 5.584 -2.502 -0.919 -0.19
C 6.923 -2.100 -1.238 -0.08
C 4.675 -1.563 -0.547 -0.33
O 3.513 -1.806 -0.294 0.00
H 5.136 -3.754 -2.513 0.10
H 4.282 -4.263 -1.018 0.08
H 6.033 -4.452 -1.224 0.09
H 7.622 -2.792 -0.751 0.09
H 7.278 -2.119 -2.277 0.09
H 7.168 -1.091 -0.906 0.09
H 5.145 -0.578 -0.413 0.13
C 1.377 4.215 -0.255 -0.04
N 0.816 4.475 1.062 -0.17
C 1.726 5.224 1.889 -0.05
C -0.325 3.888 1.439 -0.34
O -1.076 3.261 0.716 -0.01
H 1.849 5.046 -0.774 0.09
H 0.616 3.834 -0.936 0.08
H 2.116 3.412 -0.202 0.07
H 2.027 6.119 1.347 0.10
H 1.142 5.670 2.706 0.09
H 2.536 4.679 2.368 0.06
H -0.565 4.077 2.496 0.14
C -4.208 -2.110 1.504 -0.05
N -4.507 -2.998 2.614 -0.20
C -5.067 -2.401 3.794 -0.07
C -4.315 -4.348 2.534 -0.33
O -4.473 -5.094 3.474 0.02
H -3.243 -2.412 1.094 0.07
H -4.182 -1.087 1.875 0.09
H -4.969 -2.089 0.714 0.08
H -5.819 -1.618 3.645 0.09
H -5.592 -3.120 4.421 0.08
H -4.302 -1.899 4.396 0.09
H -3.989 -4.642 1.525 0.14

=====

Run x
96
Properties=species:S:1:pos:R:3:lowdin_charge:R:1 method="wB97M-V/def2-TZVPD" homo_ev=-8.5 smiles="CNC(C)=O.CNC(C)=O.CNC(C)=O.CNC(C)=O.CNC(C)=O.CNC(C)=O.CNC(C)=O.CNC(C)=O"
C 3.271 -0.077 -0.189 -0.02
N 2.696 -1.217 0.492 0.06
C 2.809 -1.345 1.798 -0.59
C 2.248 -2.642 2.355 0.03
O 3.251 -0.530 2.494 0.07
H 4.256 -0.179 -0.320 0.06
H 3.159 0.688 0.393 0.03
H 2.914 0.142 -1.204 0.08
H 2.011 -1.696 0.044 0.02
H 2.759 -2.838 3.267 0.07
H 2.497 -3.577 1.867 0.08
H 1.238 -2.510 2.696 0.08
C 0.446 1.531 3.968 -0.02
N 1.943 1.542 3.766 0.05
C 2.611 2.632 3.952 -0.63
C 4.104 2.670 3.645 -0.01
O 2.060 3.594 4.546 -0.02
H 0.162 1.400 4.909 0.04
H 0.092 0.672 3.653 0.02
H -0.081 2.390 3.484 0.10
H 2.331 0.623 3.218 0.15
H 4.317 3.363 2.640 0.14
H 4.542 1.636 3.604 0.07
H 4.718 3.059 4.442 0.06
C 0.380 3.255 0.737 0.01
N 1.018 4.283 1.700 0.05
C 1.004 5.588 1.627 -0.61
C 1.701 6.501 2.677 0.02
O 0.355 6.155 0.774 0.02
H -0.347 3.693 0.222 0.02
H -0.032 2.441 1.353 0.05
H 1.170 2.850 0.071 0.08
H 1.623 3.767 2.362 0.09
H 2.816 6.213 2.342 0.13
H 1.299 6.159 3.569 0.04
H 1.507 7.540 2.593 0.06
C -0.080 -5.607 0.867 -0.06
N 0.907 -5.963 1.904 -0.03
C 0.862 -5.635 3.194 -0.61
C 1.912 -6.163 4.110 -0.01
O -0.127 -5.026 3.637 0.00
H -0.141 -6.279 -0.174 0.14
H 0.178 -4.581 0.588 0.05
H -1.021 -5.583 1.499 0.10
H 1.851 -6.484 1.675 0.18
H 2.859 -6.466 3.754 0.06
H 1.552 -6.791 5.006 0.13
H 2.046 -5.264 4.642 0.06
C -2.876 1.787 -1.120 -0.06
N -3.703 1.373 -0.032 0.02
C -4.059 0.103 0.258 -0.58
C -5.017 -0.112 1.401 0.00
O -3.662 -0.817 -0.385 0.03
H -2.307 2.559 -0.684 0.08
H -3.321 1.983 -2.041 0.09
H -2.148 1.163 -1.300 0.01
H -4.150 2.308 0.444 0.22
H -5.782 -0.816 1.173 0.06
H -5.563 0.796 1.823 0.10
H -4.411 -0.779 2.188 0.14
C -0.449 -0.323 0.436 0.00
N -1.120 -1.211 -0.639 0.09
C -0.478 -2.263 -1.218 -0.58
C -1.156 -3.138 -2.111 0.01
O 0.681 -2.449 -0.904 0.01
H 0.135 -0.890 1.150 0.05
H -1.106 0.225 1.014 0.05
H 0.635 0.038 0.105 0.11
H -2.104 -1.072 -0.780 0.04
H -2.304 -3.350 -1.985 0.15
H -0.768 -4.040 -2.188 0.03
H -1.137 -2.628 -3.013 0.06
C 2.618 3.700 -2.500 -0.03
N 2.223 2.325 -2.823 0.02
C 1.013 1.853 -2.974 -0.61
C 0.832 0.506 -3.484 -0.02
O 0.023 2.606 -2.733 -0.01
H 3.341 3.869 -1.941 -0.01
H 1.950 4.391 -2.052 0.10
H 3.107 4.033 -3.394 0.09
H 2.968 1.483 -2.815 0.19
H 1.456 0.343 -4.302 0.05
H -0.263 0.328 -3.887 0.13
H 1.116 -0.353 -2.666 0.13
C -4.170 -0.727 -7.431 0.01
N -3.761 -1.194 -6.111 0.08
C -4.140 -0.547 -4.981 -0.58
C -3.897 -1.330 -3.699 0.01
O -4.558 0.519 -4.958 0.13
H -3.517 -1.105 -8.131 0.08
H -4.120 0.260 -7.282 0.06
H -5.059 -0.917 -7.674 0.02
H -3.310 -1.888 -6.027 -0.01
H -4.412 -1.033 -2.759 0.09
H -2.966 -1.095 -3.325 0.02
H -3.955 -2.413 -3.891 0.09

=====

Quick ranking, most stable first: run w, run x.